1.
Density functional theory data (ωB97M-V/def2-TZVPD) for a single C5H12N2O molecule.

Cartesian coordinates (Å):
H (-3.057, -0.086, 0.704)
C (1.046, -1.897, -0.594)
C (1.112, 0.118, 0.914)
N (-1.689, 1.416, -0.348)
H (2.024, -0.368, 1.259)
H (-2.146, 2.294, -0.023)
H (2.007, 0.686, -0.965)
H (2.105, 1.918, 0.694)
C (-1.980, 0.219, 0.529)
C (1.608, 1.211, -0.043)
H (0.476, -2.924, -0.419)
H (0.537, 0.622, 1.778)
N (0.264, -1.021, 0.309)
H (-1.895, 1.204, -1.334)
H (-1.774, 0.372, 1.604)
H (0.723, 1.619, -0.601)
C (-1.026, -0.747, -0.179)
O (-1.363, -1.116, -1.261)
H (2.131, -1.867, -0.381)
H (0.897, -1.652, -1.644)

Values from the calculation:
**Gap between HOMO and LUMO**: 10.1 eV
**Charge**: 0
**SMILES**: CCN(C)C(=O)CN
**HOMO**: -9.1 eV
**2S+1**: 1

***

2.
Density functional theory data (ωB97M-V/def2-TZVPD) for 2 unconnected molecules or ions with the total composition C5H12N2O.

Cartesian coordinates (Å):
H (0.648, 0.336, 0.728)
O (-1.530, 1.335, 1.393)
N (-0.980, -1.124, -1.251)
N (1.445, -1.372, 0.074)
H (-0.915, 2.434, -0.214)
H (0.729, -0.763, -2.380)
H (-0.918, -2.284, 0.443)
H (1.167, 1.636, 2.010)
C (-0.719, 1.965, 0.766)
C (0.646, 2.060, 1.167)
H (0.446, -1.069, 1.918)
C (0.463, -0.823, 0.851)
H (1.246, 2.600, 0.437)
C (-0.105, -0.188, -1.974)
H (0.348, 0.520, -1.282)
C (-0.932, -1.210, 0.244)
H (-0.692, 0.303, -2.748)
H (2.278, -1.494, 0.669)
H (-0.790, -2.079, -1.508)
H (-1.836, -0.781, 0.658)

Values from the calculation:
**Gap between HOMO and LUMO**: 6.1 eV
**Charge**: 0
**HOMO**: -8.4 eV
**2S+1**: 1

***

Order from most stable to least stable according to the calculation: 1, 2

***

1.
Density functional theory data (ωB97M-V/def2-TZVPD) for a single C5H12N2O molecule.

Cartesian coordinates (Å):
H (-0.052, 0.519, -1.656)
N (-0.970, -0.290, 2.399)
H (2.849, 0.898, -0.334)
C (-0.985, 0.230, 1.015)
H (0.308, -1.502, 0.343)
C (1.712, -0.484, -1.592)
O (3.739, 0.486, -2.186)
H (-3.203, 0.193, 0.963)
C (-0.369, -0.730, -0.009)
H (-0.248, 1.112, 0.954)
H (-1.189, -1.176, -0.651)
H (-1.128, -1.324, 2.420)
H (1.494, -0.740, -2.653)
C (2.854, 0.495, -1.366)
H (-0.089, -0.005, 2.833)
H (-2.528, 1.737, 1.273)
N (0.505, 0.065, -0.940)
C (-2.304, 0.826, 0.652)
H (2.042, -1.399, -1.059)
H (-2.439, 1.089, -0.405)

Values from the calculation:
**Gap between HOMO and LUMO**: 9.8 eV
**Charge**: 0
**SMILES**: C[C@@H](N)CNCC=O
**HOMO**: -8.9 eV
**2S+1**: 1

***

2.
Density functional theory data (ωB97M-V/def2-TZVPD) for 2 unconnected molecules or ions with the total composition C5H12N2O.

Cartesian coordinates (Å):
N (0.469, 1.395, -1.745)
H (-1.747, 1.380, 0.412)
H (1.193, -0.372, 1.751)
C (-0.942, -0.598, 0.614)
H (1.119, 2.167, -1.610)
N (0.468, 0.388, -0.799)
H (-2.018, -0.514, -1.241)
C (1.634, -0.001, -0.317)
H (-2.394, 0.440, 1.781)
C (-1.492, 0.663, 1.192)
H (-0.784, 1.128, 1.881)
H (3.530, 0.182, -0.485)
H (-0.942, -1.901, -1.074)
H (-2.460, -1.866, -0.166)
H (-0.451, 1.780, -1.903)
H (2.584, -1.345, 1.048)
C (-1.629, -1.248, -0.536)
C (1.725, -0.704, 0.878)
H (-0.626, -1.311, 1.363)
O (2.761, 0.338, -1.043)

Values from the calculation:
**Gap between HOMO and LUMO (alpha / beta)**: 7.6 / 6.6 eV
**Charge**: 0
**HOMO (alpha / beta)**: -7.0 / -6.7 eV
**2S+1**: 1

***

Order from most stable to least stable according to the calculation: 1, 2

***

1.
Density functional theory data (ωB97M-V/def2-TZVPD) for a single C6H17NOSi2 molecule.

Cartesian coordinates (Å):
C (-1.289, 1.546, -1.591)
C (1.646, 1.009, 0.757)
H (1.176, 1.898, 1.165)
O (-1.595, -0.877, -0.084)
N (0.330, 0.306, 0.469)
C (0.782, -2.172, -1.344)
H (0.755, -3.241, 1.861)
H (0.145, -1.992, -2.254)
H (-3.535, 1.906, 0.903)
Si (-0.024, -1.359, 0.165)
H (1.672, 1.221, -1.367)
H (0.775, -3.235, -1.242)
C (2.359, 1.210, -0.460)
H (-2.520, 1.087, 2.305)
C (-2.529, 1.735, 1.308)
H (-0.613, -2.493, 2.390)
Si (-1.362, 0.773, 0.157)
H (1.750, -1.744, -1.693)
H (-0.575, 2.359, -1.537)
H (2.270, 0.519, 1.520)
H (-0.467, -3.593, 0.839)
H (3.088, 0.482, -0.476)
H (-0.831, 0.832, -2.275)
C (-0.192, -2.764, 1.443)
H (-1.968, 2.729, 1.457)
H (2.997, 2.090, -0.469)
H (-2.247, 1.766, -1.947)

Values from the calculation:
**Gap between HOMO and LUMO**: 9.6 eV
**Charge**: 0
**HOMO**: -8.8 eV
**2S+1**: 1

***

2.
Density functional theory data (ωB97M-V/def2-TZVPD) for 2 unconnected molecules or ions with the total composition C6H17NOSi2.

Cartesian coordinates (Å):
H (0.428, 2.612, 0.034)
C (0.415, -0.498, 3.150)
H (-0.735, 2.120, -2.554)
H (0.622, 3.163, -2.497)
N (-1.985, -1.513, -1.931)
H (1.032, -1.384, 3.612)
H (-1.405, -2.937, 2.529)
C (-0.741, -1.386, -1.485)
H (-2.160, -2.084, -2.748)
O (0.211, -1.975, -1.967)
H (-2.830, -1.251, -1.373)
H (3.149, 1.491, -0.856)
H (2.643, 0.012, -1.754)
H (0.894, -2.021, 0.977)
H (-2.066, -2.729, 0.853)
C (2.430, 0.575, -0.867)
H (-2.451, -1.548, 2.261)
Si (-0.160, -1.076, 1.442)
H (2.698, -0.052, -0.022)
H (1.025, 0.375, 3.268)
C (0.402, 2.072, -2.498)
H (0.723, 1.507, -3.380)
Si (0.619, 1.469, -0.771)
H (-1.611, 0.524, 0.096)
H (-0.376, -0.477, 3.852)
C (-1.702, -2.234, 1.777)
C (-0.516, 0.128, -0.043)

Values from the calculation:
**Gap between HOMO and LUMO**: 9.6 eV
**Charge**: 0
**HOMO**: -9.0 eV
**2S+1**: 1

***

Order from most stable to least stable according to the calculation: 1, 2

***

1.
Density functional theory data (ωB97M-V/def2-TZVPD) for a molecular structure, C2ClI3O.

Cartesian coordinates (Å):
C (0.836, -0.165, -1.041)
I (0.714, -3.173, -0.813)
I (-2.277, 1.526, 0.051)
I (0.425, -0.707, 1.840)
O (1.149, 0.774, -1.659)
C (0.792, -1.171, -0.182)
Cl (-1.639, 2.916, 1.804)

Values from the calculation:
**Gap between HOMO and LUMO**: 7.2 eV
**Charge**: 0
**HOMO**: -8.8 eV
**2S+1**: 1

***

2.
Density functional theory data (ωB97M-V/def2-TZVPD) for a molecular structure, C2ClI3O.

Cartesian coordinates (Å):
I (1.621, -1.556, -1.677)
C (-1.783, 0.141, 0.102)
I (1.533, -0.487, 1.768)
O (-2.638, 0.825, -0.305)
I (1.806, 1.985, -0.946)
C (1.142, -0.022, -0.347)
Cl (-1.680, -0.884, 1.404)

Values from the calculation:
**Gap between HOMO and LUMO (alpha / beta)**: 7.0 / 7.3 eV
**Charge**: 0
**HOMO (alpha / beta)**: -8.9 / -8.6 eV
**2S+1**: 1

***

Order from most stable to least stable according to the calculation: 1, 2

***

1.
Density functional theory data (ωB97M-V/def2-TZVPD) for a gas-phase ion, C6H12NO (charge -1).

Cartesian coordinates (Å):
H (2.203, 1.937, -0.243)
H (1.315, -0.204, 0.448)
H (-0.822, -0.798, 2.332)
H (0.923, 1.687, -1.658)
H (-0.658, -3.100, -2.562)
N (0.091, 1.674, 0.332)
C (0.254, 0.220, 0.507)
C (0.076, -0.197, 2.117)
H (0.138, -0.716, -2.047)
C (-0.910, -0.459, -0.253)
O (0.120, 0.915, 2.730)
H (0.992, -0.924, 2.380)
C (-0.570, -1.314, -1.385)
H (-1.663, -3.136, -0.975)
H (0.324, 2.132, 1.253)
H (-1.494, 0.409, -0.547)
H (-1.442, -0.878, 0.585)
C (-1.048, -2.586, -1.674)
H (1.002, 3.209, -0.701)
C (1.166, 2.130, -0.639)

Values from the calculation:
**Gap between HOMO and LUMO**: 6.4 eV
**Charge**: -1
**SMILES**: C=CC[C@H](C[O-])NC
**HOMO**: -2.5 eV
**2S+1**: 1

***

2.
Density functional theory data (ωB97M-V/def2-TZVPD) for a gas-phase ion, C6H12NO (charge -1).

Cartesian coordinates (Å):
H (0.000, 1.887, -0.266)
C (-0.318, 0.228, -1.583)
H (1.378, 1.042, -0.514)
H (1.194, -1.422, 0.056)
H (1.737, 0.431, -2.349)
C (-0.066, 0.026, 0.910)
H (-0.059, -2.131, 1.107)
N (-1.397, -0.380, 2.867)
H (-0.626, -0.807, -1.403)
H (-1.378, 1.433, 1.685)
C (0.651, -1.307, 0.984)
H (0.690, -0.688, -3.394)
H (1.315, -1.349, 1.852)
H (-1.921, 0.127, 3.559)
H (-1.141, 0.820, -1.962)
O (0.474, 1.317, -3.624)
C (-0.972, 0.437, 1.785)
C (0.323, 0.837, -0.298)
C (0.734, 0.243, -2.822)
H (-0.618, -0.743, 3.411)

Values from the calculation:
**Gap between HOMO and LUMO**: 5.3 eV
**Charge**: -1
**SMILES**: C/C(=C\N)CCC[O-]
**HOMO**: -2.0 eV
**2S+1**: 1

***

Order from most stable to least stable according to the calculation: 2, 1